Entry 1:
The following is a quantum chemistry calculation of a cluster of 2 separate species, C4H12N3 in total in a non-equilibrium geometry, from the OMol25 dataset.

The HOMO-LUMO gap (spin up / spin down) comes out at 11.177 / 7.939 eV. As for the net charge: +2. The relative energy (zero: lowest compared OMol25 entry of this formula, charge and spin) is 55.3 kcal/mol. The value obtained for the energy is -323.12961 Ha. As for the spin multiplicity: 2. The value obtained for the LUMO energy (spin up / spin down) is -8.73 / -11.63 eV. Its highest occupied orbital energy (spin up / spin down) is -19.9 / -19.6 eV.

Atoms and positions in Å:
C -0.89379 -0.95022 1.37626
N -0.92608 2.01957 1.34833
C -1.84428 1.20732 0.82133
N -1.75622 -0.08404 0.62346
H -1.41031 -1.87975 1.64315
H -0.51270 -0.57576 2.33700
H -0.04297 -1.25023 0.76717
H -1.31510 2.89788 1.68099
H -0.31283 1.57616 2.03050
H -2.73784 1.71456 0.45021
C 2.34241 -1.70615 -1.10678
C 1.26649 0.50503 -1.58565
N 1.27516 -0.76792 -1.56289
H 2.36076 -2.53075 -1.81817
H 2.12166 -2.09701 -0.11414
H 3.26504 -1.13221 -1.13916
H 2.11209 1.04738 -1.17606
H 0.56115 0.98147 -2.26038
H 0.41147 -1.25514 -1.80439

Here are the Löwdin charges for atoms 1 to 8, given in e:
1 C -0.0370
2 N 0.2172
3 C -0.1306
4 N 0.1742
5 H 0.1358
6 H 0.1114
7 H 0.0729
8 H 0.1560

=====

Entry 2:
The following is a quantum chemistry calculation of a structure of composition C4H12N3O in a non-equilibrium geometry, from the OMol25 dataset.

The HOMO-LUMO gap comes out at 5.395 eV. As for the net charge: -1. The relative energy (zero: lowest compared OMol25 entry of this formula, charge and spin) is 181.8 kcal/mol. The value obtained for the energy is -398.86748 Ha. The value obtained for the LUMO energy is 2.37 eV. Its highest occupied orbital energy is -3.0 eV.

Atoms and positions in Å:
C 0.02734 -0.55810 -2.06609
N 0.82335 -1.36902 1.07796
C 2.09207 -0.59509 0.73677
O 3.03313 -1.25654 0.12687
C -0.46652 0.51867 -1.26113
N -1.75680 0.56319 -0.78501
C -1.93386 1.54547 0.38651
N -1.97708 1.00518 1.63484
H 0.62861 -0.25677 -2.92478
H -0.76291 -1.26771 -2.30404
H 0.00933 -0.76645 1.19216
H 1.72508 0.31577 0.18136
H 2.39906 -0.19849 1.78105
H 0.43942 -0.39074 -0.87279
H -0.04860 1.50921 -1.37529
H -2.40496 0.37449 -1.53716
H -1.15152 2.31557 0.22719
H -2.78783 2.20766 0.01518
H 1.06714 -1.88196 1.91135
H -1.21732 1.32162 2.22228

Here are the Löwdin charges for atoms 1 to 8, given in e:
1 C 0.0526
2 N -0.0309
3 C -0.6703
4 O -0.2932
5 C -0.2540
6 N 0.0174
7 C -0.5477
8 N -0.1383

=====

- Among the records above, which one has the highest net charge?
  C4H12N3

=====

Copy entry 1 word for word.
The following is a quantum chemistry calculation of a cluster of 2 separate species, C4H12N3 in total in a non-equilibrium geometry, from the OMol25 dataset.

The HOMO-LUMO gap (spin up / spin down) comes out at 11.177 / 7.939 eV. As for the net charge: +2. The relative energy (zero: lowest compared OMol25 entry of this formula, charge and spin) is 55.3 kcal/mol. The value obtained for the energy is -323.12961 Ha. As for the spin multiplicity: 2. The value obtained for the LUMO energy (spin up / spin down) is -8.73 / -11.63 eV. Its highest occupied orbital energy (spin up / spin down) is -19.9 / -19.6 eV.

Atoms and positions in Å:
C -0.89379 -0.95022 1.37626
N -0.92608 2.01957 1.34833
C -1.84428 1.20732 0.82133
N -1.75622 -0.08404 0.62346
H -1.41031 -1.87975 1.64315
H -0.51270 -0.57576 2.33700
H -0.04297 -1.25023 0.76717
H -1.31510 2.89788 1.68099
H -0.31283 1.57616 2.03050
H -2.73784 1.71456 0.45021
C 2.34241 -1.70615 -1.10678
C 1.26649 0.50503 -1.58565
N 1.27516 -0.76792 -1.56289
H 2.36076 -2.53075 -1.81817
H 2.12166 -2.09701 -0.11414
H 3.26504 -1.13221 -1.13916
H 2.11209 1.04738 -1.17606
H 0.56115 0.98147 -2.26038
H 0.41147 -1.25514 -1.80439

Here are the Löwdin charges for atoms 1 to 8, given in e:
1 C -0.0370
2 N 0.2172
3 C -0.1306
4 N 0.1742
5 H 0.1358
6 H 0.1114
7 H 0.0729
8 H 0.1560

=====

- The lowest net charge belongs to which entry?
  C4H12N3O

=====

- net charge of number 2 (C4H12N3O)?
  -1